[1]
2 unconnected molecules or ions with the total composition C5H14N3, computed with wB97M-V/def2-TZVPD.

Summary:
**Molecular weight**: 116.2 g/mol
**Energy above the lowest of the compared OMol25 structures with the same formula, charge and spin**: 166.4 kcal per mole
**Total charge**: +1
**Highest occupied orbital energy**: -12.4 eV
**Strongest force on any atom**: 5.6 eV/Å
**Frontier orbital gap**: 5.73 eV
**LUMO**: -6.633 eV
**Total energy**: -9869.9509 eV

Geometry as XYZ:
```
22
C5H14N3 | the OMol25 dataset | wB97M-V/def2-TZVPD
C 0.01 -1.52 -1.94
C -0.04 -0.01 -1.65
C 0.80 1.03 -1.88
C 0.76 2.27 -1.03
H 0.94 -1.80 -2.46
H -0.01 -2.02 -0.96
H -0.85 -1.88 -2.53
H -0.84 0.20 -0.93
H 1.61 0.88 -2.61
H -0.27 2.41 -0.67
H 1.43 2.07 -0.19
H 1.09 3.16 -1.59
N -1.15 -2.03 1.45
C -0.40 -0.40 1.48
N 0.57 -0.59 2.47
N -0.46 1.15 1.23
H -2.01 -1.83 1.94
H -1.47 -1.95 0.49
H 0.18 -0.32 3.35
H 0.83 -1.55 2.45
H -1.16 1.36 1.92
H 0.45 1.38 1.66
```

Table of Mulliken atomic charges, one value per atom, all in e: -1.023 -0.159 -0.170 -0.969 0.356 0.176 0.286 0.358 0.386 0.318 0.128 0.403 -0.487 0.421 -0.456 -0.416 0.300 0.301 0.305 0.289 0.313 0.342

[2]
A gas-phase ion, C5H14N3 (charge +2), computed with wB97M-V/def2-TZVPD.

Summary:
**Multiplicity**: 2
**Molecular weight**: 116.2 g/mol
**Energy above the lowest of the compared OMol25 structures with the same formula, charge and spin**: 12.4 kcal per mole
**Total charge**: +2
**Highest occupied orbital energy (spin up / spin down)**: -17.7 / -19.8 eV
**Strongest force on any atom**: 2.9 eV/Å
**Frontier orbital gap (spin up / spin down)**: 10.05 / 9.32 eV
**LUMO (spin up / spin down)**: -7.613 / -10.520 eV
**Total energy**: -9864.5374 eV

Geometry as XYZ:
```
22
C5H14N3 | the OMol25 dataset | wB97M-V/def2-TZVPD
C -1.54 1.05 2.37
C -0.85 0.07 1.43
C 0.08 0.82 0.45
C 0.65 0.08 -0.73
C 1.93 -0.44 -0.78
N 2.65 -0.68 -1.90
N -0.35 -0.30 -1.65
N -1.95 -0.68 0.70
H -0.95 1.96 2.45
H -1.52 0.68 3.40
H -2.60 1.29 2.22
H -0.28 -0.60 2.15
H -0.54 1.70 0.05
H 0.85 1.35 1.00
H 2.55 -0.61 0.12
H 3.67 -0.65 -1.75
H 2.39 -0.25 -2.78
H -0.77 0.44 -2.23
H 0.04 -0.97 -2.32
H -2.49 -1.41 1.18
H -2.66 0.01 0.41
H -1.55 -0.96 -0.28
```

Table of Mulliken atomic charges, one value per atom, all in e: -1.334 0.293 -1.071 0.325 -0.201 -0.329 -0.494 -0.306 0.362 0.368 0.389 0.296 0.389 0.577 0.383 0.326 0.280 0.290 0.294 0.347 0.423 0.393

[3]
A gas-phase ion, C5H14N5O4S (charge +1), computed with wB97M-V/def2-TZVPD.

Summary:
**Molecular weight**: 240.3 g/mol
**Energy above the lowest of the compared OMol25 structures with the same formula, charge and spin**: 33.2 kcal per mole
**Total charge**: +1
**Highest occupied orbital energy**: -13.1 eV
**Strongest force on any atom**: 3.9 eV/Å
**Structure (SMILES)**: CC(=O)N(NS(C)(=O)=O)/C(O)=[N+](\N)CN
**Frontier orbital gap**: 10.53 eV
**LUMO**: -2.596 eV
**Total energy**: -31878.5431 eV

Geometry as XYZ:
```
29
C5H14N5O4S | the OMol25 dataset | wB97M-V/def2-TZVPD
C 0.57 -1.91 0.36
C 0.61 0.44 0.55
C -0.14 -3.18 0.47
C -3.93 0.21 -0.41
C 2.35 1.87 -0.30
N 1.56 -0.01 -1.45
N -0.20 -0.71 0.36
N -1.60 -0.66 0.58
N 1.36 0.83 -0.40
N 2.75 2.08 1.10
O 0.45 1.06 1.67
O -1.90 -0.48 -1.95
O -1.42 1.45 -0.57
O 1.78 -1.80 0.33
S -2.19 0.21 -0.73
H 0.53 -3.90 0.17
H -0.33 -3.43 1.51
H -1.06 -3.16 -0.11
H -4.16 -0.88 -0.64
H -4.26 0.61 0.55
H -4.48 0.83 -1.07
H 1.94 2.79 -0.68
H 3.15 1.46 -0.99
H 0.72 -0.44 -1.74
H -1.80 -0.04 1.38
H 3.46 1.52 1.44
H 2.98 3.07 1.15
H 1.18 1.72 1.71
H 2.07 0.43 -2.29
```

Table of Mulliken atomic charges, one value per atom, all in e: 0.847 -0.021 -1.359 -1.006 -0.447 -0.668 0.395 -0.622 0.618 -0.604 -0.508 -0.623 -0.662 -0.501 1.318 0.436 0.310 0.335 0.360 0.367 0.411 0.350 0.372 0.126 0.364 0.192 0.255 0.609 0.357

[4]
3 unconnected molecules or ions with the total composition C5H14NO, computed with wB97M-V/def2-TZVPD.

Summary:
**Multiplicity**: 2
**Molecular weight**: 104.2 g/mol
**Energy above the lowest of the compared OMol25 structures with the same formula, charge and spin**: 11.4 kcal per mole
**Total charge**: 0
**Highest occupied orbital energy (spin up / spin down)**: -7.8 / -8.7 eV
**Strongest force on any atom**: 1.9 eV/Å
**Frontier orbital gap (spin up / spin down)**: 8.57 / 8.36 eV
**LUMO (spin up / spin down)**: 0.788 / -0.366 eV
**Total energy**: -8947.6187 eV

Geometry as XYZ:
```
21
C5H14NO | the OMol25 dataset | wB97M-V/def2-TZVPD
C 2.26 1.81 0.22
C 1.51 0.88 -0.67
C 1.28 -0.45 -0.29
C 0.65 -1.31 -1.18
C 1.80 -1.02 1.01
N -4.28 0.43 -0.10
H 1.86 1.91 1.23
H 3.31 1.55 0.33
H 1.39 1.07 -1.72
H -2.12 -1.11 1.08
H 0.56 -1.05 -2.22
H 0.41 -2.31 -0.86
H 1.26 -1.96 1.12
H 2.86 -1.25 1.07
H 1.47 -0.43 1.87
H -4.90 -0.33 -0.33
H -3.36 0.17 0.25
H -4.27 1.15 -0.79
H 2.23 2.82 -0.21
H -0.95 -0.60 0.25
O -1.76 -0.30 0.70
```

Table of Mulliken atomic charges, one value per atom, all in e: -1.175 -0.344 0.722 -0.913 -1.224 -0.657 0.314 0.295 0.336 0.307 0.272 0.327 0.345 0.342 0.343 0.172 0.383 0.189 0.362 0.366 -0.763

[5]
2 unconnected molecules or ions with the total composition C5H14NO, computed with wB97M-V/def2-TZVPD.

Summary:
**Molecular weight**: 104.2 g/mol
**Energy above the lowest of the compared OMol25 structures with the same formula, charge and spin**: 100.4 kcal per mole
**Total charge**: +1
**Highest occupied orbital energy**: -12.2 eV
**Strongest force on any atom**: 2.1 eV/Å
**Frontier orbital gap**: 4.60 eV
**LUMO**: -7.560 eV
**Total energy**: -8939.6531 eV

Geometry as XYZ:
```
21
C5H14NO | the OMol25 dataset | wB97M-V/def2-TZVPD
C 0.50 1.07 -0.74
O 1.58 0.91 0.19
C -0.72 1.04 0.11
C -1.18 -0.14 0.74
C -2.68 -0.60 0.45
C -2.88 -0.87 -1.05
N 4.45 -1.12 0.42
H 0.56 0.21 -1.39
H 0.61 2.04 -1.24
H 1.36 1.33 1.04
H -1.00 1.97 0.62
H -0.53 -0.98 0.48
H -1.14 0.05 1.82
H -2.84 -1.47 1.05
H -3.29 0.27 0.68
H -3.96 -0.88 -1.24
H -2.46 -0.05 -1.62
H -2.43 -1.80 -1.36
H 3.70 -0.45 0.46
H 5.15 -0.80 -0.23
H 4.12 -2.04 0.17
```

Table of Mulliken atomic charges, one value per atom, all in e: -0.409 -0.392 -0.130 -0.384 -0.423 -1.100 -0.672 0.335 0.304 0.319 0.415 0.359 0.386 0.334 0.352 0.344 0.340 0.334 0.236 0.226 0.226

[6]
A gas-phase ion, C5H14NO (charge +1), computed with wB97M-V/def2-TZVPD.

Summary:
**Molecular weight**: 104.2 g/mol
**Energy above the lowest of the compared OMol25 structures with the same formula, charge and spin**: 66.2 kcal per mole
**Total charge**: +1
**Highest occupied orbital energy**: -15.0 eV
**Strongest force on any atom**: 4.8 eV/Å
**Structure (SMILES)**: CC(C)[C@@H]([NH3+])CO
**Frontier orbital gap**: 11.58 eV
**LUMO**: -3.386 eV
**Total energy**: -8941.1392 eV

Geometry as XYZ:
```
21
C5H14NO | the OMol25 dataset | wB97M-V/def2-TZVPD
C -0.69 -1.71 -0.59
O -1.41 -2.06 0.66
C 0.54 -0.62 -0.26
C -0.01 0.87 -0.65
C -1.09 1.26 0.30
C 1.22 1.93 -0.70
N 0.81 -0.83 1.16
H -1.25 -1.23 -1.34
H -0.06 -2.64 -0.94
H -1.67 -3.00 0.86
H 1.48 -0.91 -0.85
H -0.46 0.66 -1.79
H -1.54 2.15 -0.25
H -2.05 0.59 0.58
H -0.66 1.63 1.37
H 2.12 1.38 -0.86
H 1.22 2.39 0.30
H 1.11 2.72 -1.48
H 1.52 -0.20 1.55
H 0.91 -1.80 1.32
H -0.03 -0.58 1.60
```

Table of Mulliken atomic charges, one value per atom, all in e: -0.532 -0.548 -0.376 0.441 -1.366 -1.261 -0.205 0.365 0.398 0.317 0.458 0.319 0.374 0.265 0.319 0.374 0.337 0.341 0.338 0.327 0.317

The lowest total charge belongs to which entry?
number 4